Formula: C26H31N5O6S
Source: the Open Molecules 2025 dataset
Level of theory: ωB97M-V/def2-TZVPD

Summary:
* frontier orbital gap: 8.2 eV
* SMILES: CCCCN(C(=S)NC(=O)c1cc(OC)c(OC)c(OC)c1)c1c(N)n(Cc2ccccc2)c(=O)[nH]c1=O
* E_tot: -58037.1937 eV
* relative energy (zero: lowest compared OMol25 entry of this formula, charge and spin): 12.16 kJ/mol
* HOMO energy: -8.1 eV

Structure (XYZ):
```
69
Properties=species:S:1:pos:R:3:forces:R:3
O -2.594016 -3.115110 -2.701723 -0.115 0.640 -0.190
C 3.682108 -1.411885 -0.167350 0.115 -0.032 0.013
H -1.015543 -3.793223 -4.300958 0.141 0.025 0.042
C -4.927666 -0.786260 -0.201319 -0.154 0.139 0.199
H -5.357119 0.086943 -0.700933 0.028 -0.010 0.010
C -2.206622 -1.834822 -2.407463 0.016 -0.122 0.071
N 1.268484 -0.896954 -0.085298 0.323 0.068 -0.127
H 2.059971 2.493450 2.234971 -0.048 0.050 -0.019
C -0.129650 -3.391552 -3.807565 0.060 -0.453 -0.113
H -0.847077 3.474355 4.357936 -0.028 0.016 -0.065
N -1.414483 2.666403 -0.268501 -0.101 -0.072 -0.032
O 0.396728 2.307724 -1.575572 -0.341 0.058 -0.240
C 4.846375 -1.115735 -0.864869 -0.168 -0.067 0.015
C 1.018860 2.729185 2.479735 0.311 0.048 0.551
O -1.998206 0.538287 1.774340 -0.173 0.019 0.171
H 4.798522 -0.904755 -1.924247 -0.020 0.045 -0.127
H 2.115023 2.180741 -0.128303 -0.066 -0.052 0.013
H -1.614633 -1.774055 1.068518 0.152 0.099 -0.088
O -0.149680 -1.977091 -3.761137 -0.163 0.260 -0.040
S -1.207696 4.587538 1.514853 -0.315 0.424 0.091
N -0.816246 -1.174329 0.891799 -0.260 -0.139 0.183
H -5.732192 -1.449840 0.111689 0.029 0.083 -0.007
H 0.709349 0.946480 3.649295 0.084 -0.073 0.065
C -2.795731 -4.000204 -1.609736 0.001 -0.302 0.297
H 6.966929 -0.875494 -0.767347 0.083 0.027 -0.043
H -1.920532 -4.003880 -0.952616 -0.038 0.002 -0.051
H 2.996757 0.846651 -0.696729 0.004 0.056 0.042
C 0.637725 2.029126 3.785288 -0.266 0.269 -0.254
H -0.357142 2.065367 6.368586 0.054 -0.008 0.138
H 0.275321 0.366727 -3.072145 0.139 -0.003 0.000
C -0.774836 3.145352 0.866297 0.027 0.376 -0.105
C 1.267574 0.425702 0.283723 -0.255 0.430 0.488
H 0.908590 3.809441 2.592521 0.122 -0.149 -0.050
H -0.041003 -3.815467 -2.804292 -0.015 0.010 -0.027
H -1.498428 2.056870 3.534691 0.002 0.132 -0.026
H 1.370785 2.318839 4.541554 0.088 -0.057 0.019
H 2.072074 -2.489105 -1.078343 0.031 0.285 -0.045
H -2.069378 2.011255 5.944751 -0.100 -0.026 0.116
O 0.161982 -2.885978 -0.201753 0.043 -0.384 -0.053
N 2.335180 1.198677 -0.024685 0.013 -0.255 -0.075
C 2.355967 -1.449145 -0.882124 0.094 -0.300 -0.186
H -2.920346 -4.984543 -2.057640 0.014 -0.006 0.057
C 4.977686 -1.668973 1.842091 -0.033 -0.035 0.050
H -1.017904 0.657194 5.533515 -0.005 -0.149 0.058
C -0.954931 0.162473 1.276247 0.434 -0.213 -0.097
C 6.134906 -1.373864 1.141106 0.092 0.012 -0.011
H -3.688827 -3.742044 -1.039098 0.093 -0.051 -0.088
C 6.067802 -1.101918 -0.214421 0.104 0.009 0.021
C -0.649989 -0.010582 -2.666871 -0.119 0.085 0.043
C -0.764479 2.390012 4.269271 0.125 -0.136 0.178
H 0.758993 -3.639524 -4.387981 -0.042 -0.012 0.057
H 5.025423 -1.886254 2.898500 0.005 -0.017 0.094
C -2.597525 0.296823 -1.299314 -0.123 0.061 -0.112
C -1.024435 -1.319117 -2.961743 -0.180 0.154 0.242
H -4.356858 -0.464795 0.675353 0.004 0.009 -0.048
N 0.190862 2.330912 1.355026 -0.067 -0.411 -0.346
C 0.205645 0.954791 0.988041 -0.029 0.045 -0.001
O -4.137503 -1.548730 -1.088376 0.275 -0.203 -0.353
H -2.401869 2.852905 -0.344768 0.122 0.024 0.075
C 3.757864 -1.692558 1.190947 -0.005 -0.017 -0.084
H 7.086899 -1.358769 1.649479 0.084 0.010 0.046
H 2.857883 -1.933609 1.737697 -0.101 -0.001 0.085
C -1.400334 0.787341 -1.817950 -0.087 -0.649 -0.390
H 2.406632 -0.930095 -1.845374 -0.007 -0.041 0.055
C -2.997825 -0.996641 -1.587302 0.054 0.042 -0.122
H -3.192484 0.905302 -0.641254 -0.024 -0.046 0.162
C 0.198132 -1.734585 0.176293 -0.287 0.068 0.116
C -1.070344 1.741262 5.612790 -0.006 0.114 -0.211
C -0.739981 1.990739 -1.274838 0.379 0.296 -0.037
```
Forces are in eV/Å.

Electronic structure analysis, Mulliken charges in units of e: -0.575, 0.545, 0.281, -0.861, 0.319, 1.313, 0.652, 0.293, -0.736, 0.325, 0.047, -0.611, -0.186, -1.238, -0.638, 0.418, 0.468, 0.358, -0.526, -0.331, 0.364, 0.276, 0.118, -0.604, 0.398, 0.187, 0.162, -0.480, 0.368, 0.470, 0.315, -0.514, 0.753, 0.230, 0.065, 0.622, 0.522, 0.397, -0.626, -0.107, -1.439, 0.303, -0.802, 0.329, 0.680, -0.414, 0.229, -0.691, -0.982, 0.009, 0.299, 0.408, -0.059, 0.209, 0.315, 0.641, -1.334, -0.493, 0.343, -0.297, 0.392, 0.459, 0.262, 0.314, 0.217, 0.561, -0.069, -1.493, -0.129